The following is a quantum chemistry calculation of an isolated molecule of C4H6O2, from the OMol25 dataset.

Atoms and positions in Å:
C1 1.6396 0.5839 -0.0426
O1 1.6511 -0.2212 1.1296
C2 0.7630 -0.5798 0.0851
C3 -0.7294 -0.6057 0.2695
C4 -1.6817 0.4248 -0.1580
O2 -1.3866 -0.6809 -0.9922
H1 1.2816 1.6003 0.1102
H2 2.5073 0.4942 -0.6977
H3 1.0747 -1.4802 -0.4469
H4 -1.0838 -1.3397 0.9971
H5 -1.3410 1.4007 -0.5005
H6 -2.6948 0.4037 0.2464

orbital gap: 0.4214 Ha
energy above the lowest of the compared OMol25 structures with the same formula, charge and spin: 70.3 kcal per mole
SMILES: C1O[C@H]1[C@H]1CO1
F_max: 0.33 eV/Å
E: -8337.411 eV
highest occupied orbital energy: -10.43 eV

Löwdin population analysis, charges in e, atoms 1 to 5: atom 1 (C): -0.100, atom 2 (O): -0.026, atom 3 (C): -0.253, atom 4 (C): -0.234, atom 5 (C): -0.105